This record from the OMol25 dataset describes a structure of composition C15H37CdCl4O4S3 at a distorted geometry. The level of theory is ωB97M-V/def2-TZVPD.

lowest unoccupied orbital energy = -0.341 hartree
total charge = +1
maximum force = 3.7 eV Å⁻¹
total energy = -4097.01865 hartree
highest occupied orbital energy = -10.50 eV

```
64
Properties=species:S:1:pos:R:3:nbo_charge:R:1
H -6.472 2.886 0.287 0.199
H -5.424 10.302 -0.653 0.219
Cl 2.643 -4.731 5.455 0.050
H 4.922 3.599 1.761 0.227
H 4.554 5.141 0.873 0.233
H 10.381 -4.511 2.006 0.228
C -4.786 4.319 0.230 -0.387
C 0.629 -2.362 -1.378 -0.607
C -5.607 3.126 0.907 -0.606
H 5.656 5.110 2.145 0.254
H -6.813 -5.246 -2.287 0.251
O 1.446 -1.939 -3.664 -0.159
Cd 4.869 -1.891 -7.508 0.445
O 7.839 5.225 0.546 -0.931
H 8.587 -5.063 0.151 0.211
H -0.195 -1.119 -2.774 0.318
H 7.718 -6.466 -0.493 0.239
H -5.003 2.221 0.849 0.200
H 1.387 -0.542 -2.177 0.196
H -4.063 4.646 0.977 0.198
H 8.285 2.608 0.012 0.254
H 7.288 -5.741 1.081 0.236
O -9.205 -6.370 -2.984 -0.895
H -5.646 -6.375 -3.085 0.227
H -6.016 3.336 1.895 0.208
C 7.272 2.646 0.412 -0.844
H -5.356 5.374 -1.527 0.195
C 5.326 4.502 1.303 -0.818
H 8.817 -5.128 2.910 0.242
H -4.292 3.779 -0.577 0.188
C 2.549 -3.061 6.082 -0.215
C -6.587 -5.833 -3.178 -0.816
H 0.258 -1.837 -0.497 0.247
Cl 3.088 -2.904 7.775 0.073
S 9.467 -6.777 1.344 1.232
H -7.790 -8.655 -1.718 0.253
C 0.826 -1.409 -2.524 -0.148
C 9.777 -5.314 2.429 -0.813
C 8.109 -6.006 0.415 -0.818
Cl 3.467 -2.031 5.000 0.055
H -8.158 -9.269 -3.256 0.250
C -5.699 8.146 -0.574 -0.404
H -4.650 9.483 0.762 0.205
H 10.500 -5.736 3.127 0.243
H -5.647 7.928 -1.641 0.190
H 6.822 1.957 -0.303 0.229
O 8.695 -7.637 2.321 -0.966
H -6.621 5.499 -0.361 0.208
S -7.938 -6.989 -3.599 1.232
C -4.928 6.867 -0.050 -0.382
C -7.524 -8.529 -2.768 -0.847
H -4.099 9.468 -0.893 0.201
H -3.884 6.991 -0.339 0.198
H -4.861 6.979 1.033 0.190
H 7.301 2.382 1.469 0.243
C -5.536 5.531 -0.463 -0.407
H 1.553 -2.869 -1.099 0.243
H -0.077 -3.143 -1.661 0.232
S 6.727 4.320 0.038 1.212
H -6.460 -5.117 -3.990 0.241
Cl 0.830 -2.567 5.998 0.036
C -4.988 9.380 -0.269 -0.618
H -6.488 -8.850 -2.878 0.241
H -6.771 8.267 -0.422 0.206
```